Entry from OMol25: a 8-piece molecular cluster, C53H50BrF7IN3O2 overall (ωB97M-V/def2-TZVPD).

Element x y z (Å)
1 N -0.9274 -4.8016 1.1327
2 C -1.8454 -4.7193 0.0099
3 N -1.1166 -4.7761 -1.2543
4 N -2.7594 -5.8815 0.1123
5 C -2.6098 -3.3745 0.0934
6 C -2.0311 -2.3077 -0.7886
7 C -2.7300 -1.5301 -1.6131
8 C -2.0355 -0.5068 -2.4268
9 O -2.5382 0.5498 -2.7225
10 C -0.6420 -0.8717 -2.8157
11 Br 0.0228 -0.1741 -4.4193
12 C 0.0988 -1.6145 -1.9932
13 C 1.5312 -2.0035 -2.1868
14 C 2.5257 -0.8711 -1.8491
15 C 3.0576 -0.9926 -0.4262
16 I 4.8537 0.1235 -0.1792
17 C -0.5594 -2.0480 -0.7273
18 O 0.0624 -2.0974 0.3114
19 H -0.2759 -5.5661 0.9793
20 H -0.3716 -3.9520 1.1667
21 H -1.7224 -4.7506 -2.0659
22 H -0.5169 -5.5893 -1.2866
23 H -3.6137 -5.6290 0.5946
24 H -2.9953 -6.1555 -0.8332
25 H -3.6450 -3.5329 -0.2094
26 H -2.6380 -3.0397 1.1314
27 H -3.8067 -1.5962 -1.7018
28 H 1.7218 -2.8782 -1.5656
29 H 1.6522 -2.3223 -3.2225
30 H 2.0318 0.0894 -1.9760
31 H 3.3623 -0.9384 -2.5423
32 H 3.2821 -2.0221 -0.1660
33 H 2.3433 -0.6195 0.3001
34 F 4.0862 1.6365 -5.1827
35 C 5.3664 1.9682 -4.9125
36 C 5.7077 2.3076 -3.6197
37 C 7.0261 2.6422 -3.3465
38 C 7.9734 2.6410 -4.3614
39 C 7.6015 2.3003 -5.6551
40 C 6.2878 1.9572 -5.9406
41 H 4.9532 2.3078 -2.8439
42 H 7.3078 2.9092 -2.3369
43 H 8.9993 2.9059 -4.1444
44 H 8.3368 2.3008 -6.4486
45 H 5.9765 1.6837 -6.9397
46 F 0.0626 -7.5357 3.8234
47 C -1.2375 -7.8876 3.9652
48 C -1.5673 -8.8335 4.9145
49 C -2.9017 -9.1833 5.0613
50 C -3.8726 -8.5923 4.2643
51 C -3.5066 -7.6473 3.3155
52 C -2.1775 -7.2816 3.1580
53 H -0.7926 -9.2815 5.5220
54 H -3.1824 -9.9195 5.8025
55 H -4.9115 -8.8696 4.3825
56 H -4.2611 -7.1899 2.6891
57 H -1.8825 -6.5456 2.4229
58 F -3.8322 -3.1079 3.4624
59 C -2.6959 -2.7400 4.1061
60 C -1.6494 -3.6353 4.1643
61 C -0.4826 -3.2490 4.8041
62 C -0.3818 -1.9892 5.3790
63 C -1.4545 -1.1104 5.3113
64 C -2.6269 -1.4812 4.6665
65 H -1.7440 -4.6091 3.7074
66 H 0.3532 -3.9341 4.8451
67 H 0.5327 -1.6927 5.8755
68 H -1.3805 -0.1284 5.7590
69 H -3.4723 -0.8101 4.5945
70 F -1.8968 7.0947 -1.1216
71 C -2.1785 6.0485 -1.9296
72 C -2.0352 4.7668 -1.4375
73 C -2.3356 3.6983 -2.2711
74 C -2.7659 3.9236 -3.5710
75 C -2.9009 5.2228 -4.0408
76 C -2.6071 6.3006 -3.2165
77 H -1.6944 4.6161 -0.4219
78 H -2.2354 2.6852 -1.9118
79 H -2.9934 3.0827 -4.2119
80 H -3.2374 5.4027 -5.0532
81 H -2.7141 7.3216 -3.5583
82 F -8.9579 7.5324 -4.5175
83 C -7.9907 7.9004 -3.6512
84 C -6.9654 7.0165 -3.3830
85 C -5.9740 7.4021 -2.4925
86 C -6.0217 8.6505 -1.8871
87 C -7.0655 9.5192 -2.1745
88 C -8.0627 9.1478 -3.0650
89 H -6.9497 6.0477 -3.8639
90 H -5.1602 6.7244 -2.2734
91 H -5.2451 8.9443 -1.1937
92 H -7.1069 10.4920 -1.7032
93 H -8.8837 9.8089 -3.3068
94 F 2.8689 -3.8225 4.0032
95 C 3.4975 -4.0372 5.1775
96 C 4.4412 -3.1254 5.6048
97 C 5.0793 -3.3525 6.8154
98 C 4.7708 -4.4747 7.5723
99 C 3.8173 -5.3750 7.1175
100 C 3.1690 -5.1602 5.9098
101 H 4.6672 -2.2602 4.9964
102 H 5.8204 -2.6480 7.1678
103 H 5.2726 -4.6466 8.5147
104 H 3.5753 -6.2512 7.7035
105 H 2.4202 -5.8467 5.5365
106 F 5.5224 4.7323 -1.0001
107 C 4.7103 5.6125 -1.6272
108 C 3.8902 6.4199 -0.8662
109 C 3.0592 7.3192 -1.5189
110 C 3.0568 7.3952 -2.9051
111 C 3.8908 6.5679 -3.6447
112 C 4.7297 5.6668 -3.0054
113 H 3.9054 6.3395 0.2122
114 H 2.4098 7.9618 -0.9399
115 H 2.4035 8.0957 -3.4071
116 H 3.8872 6.6183 -4.7252
117 H 5.3904 5.0152 -3.5599

Cartesian forces, eV/Å:
0.087 0.119 -0.287
-0.104 -0.400 0.269
0.135 0.364 0.036
0.403 0.387 -0.318
-0.099 0.186 -0.173
0.006 -0.062 0.094
-0.069 -0.235 0.116
0.012 0.094 0.024
-0.181 -0.121 -0.284
0.262 -0.068 0.119
0.011 0.163 -0.063
0.017 -0.179 -0.082
-0.179 0.046 0.024
0.142 -0.428 0.102
-0.385 0.012 -0.054
0.045 0.076 0.094
-0.158 0.230 0.095
0.055 -0.229 -0.027
-0.111 -0.132 0.101
-0.022 0.044 0.141
-0.010 -0.095 -0.031
-0.065 -0.111 -0.090
0.003 -0.084 0.106
-0.269 -0.109 0.094
-0.034 0.029 -0.034
0.097 -0.056 0.063
-0.058 0.143 0.064
0.093 -0.012 0.038
0.033 0.136 -0.062
0.167 0.159 -0.157
-0.014 0.135 -0.093
0.178 -0.013 -0.028
0.047 0.038 0.081
-0.020 -0.012 -0.002
0.082 0.024 0.013
-0.101 -0.041 0.108
0.043 -0.016 -0.063
0.009 0.006 0.006
-0.005 0.012 0.048
-0.011 -0.019 -0.080
0.001 -0.018 -0.006
-0.019 0.017 0.014
0.007 0.000 -0.001
0.004 -0.007 -0.012
-0.018 0.005 0.006
0.011 0.003 0.004
-0.052 0.028 0.023
0.059 -0.036 0.052
-0.024 0.032 -0.034
-0.020 -0.006 -0.004
0.013 -0.068 0.072
-0.030 -0.005 -0.021
0.009 0.014 -0.008
0.005 -0.013 0.006
-0.005 0.001 0.001
-0.005 0.015 -0.007
0.036 -0.039 0.012
-0.003 0.001 -0.003
0.081 0.046 0.040
-0.047 -0.148 -0.014
0.027 0.087 0.055
0.004 0.010 -0.003
0.034 -0.044 -0.014
-0.063 0.065 -0.017
-0.020 0.017 -0.033
0.006 -0.010 0.000
0.004 0.001 0.004
-0.005 0.015 -0.001
-0.008 -0.016 0.001
0.008 0.015 0.010
-0.019 -0.069 -0.045
0.018 -0.016 0.062
0.017 0.097 0.023
-0.023 -0.021 -0.044
0.013 -0.050 0.044
0.002 0.103 -0.064
-0.003 0.020 0.002
0.007 0.011 0.011
0.007 -0.017 0.009
-0.004 0.013 -0.009
0.019 0.004 0.014
-0.007 -0.001 -0.006
0.045 0.016 0.036
0.013 -0.080 -0.037
-0.016 0.039 0.036
0.017 0.010 0.006
0.026 -0.041 -0.003
-0.050 0.063 -0.008
-0.010 0.006 -0.008
-0.008 -0.028 0.000
0.004 -0.002 0.005
-0.004 0.015 -0.003
-0.010 -0.017 -0.006
-0.010 0.011 -0.047
0.021 -0.030 0.090
0.025 0.085 -0.055
-0.026 -0.048 0.021
0.008 0.002 0.010
0.033 0.043 0.004
-0.085 -0.065 -0.027
-0.016 -0.005 -0.012
0.011 0.010 -0.006
0.002 -0.003 0.006
-0.013 -0.008 0.005
0.010 0.005 -0.022
0.010 -0.010 0.004
-0.047 0.029 -0.030
-0.012 -0.004 0.085
0.010 -0.004 -0.049
-0.017 0.001 -0.007
-0.045 0.029 0.076
0.070 -0.019 -0.097
0.016 -0.009 -0.002
-0.015 -0.002 0.011
-0.007 0.002 -0.002
0.016 0.004 -0.012
0.006 -0.009 0.005

As for the calculated total energy: -161502.467 eV. The value obtained for the strongest force on any atom is 0.6 eV/A. Its HOMO energy is -9.11 eV. The structure (SMILES) is NC(N)(N)CC1=CC(=O)C(Br)=C(CCCI)C1=O.Fc1ccccc1.Fc1ccccc1.Fc1ccccc1.Fc1ccccc1.Fc1ccccc1.Fc1ccccc1.Fc1ccccc1. Its total charge is 0.